1.
ORCA calculation (ωB97M-V/def2-TZVPD) on C3HF2IO2 in the gas phase at a distorted geometry.

Values from the calculation:
relative energy (zero: lowest compared OMol25 entry of this formula, charge and spin)	696.9	kJ/mol
strongest force on any atom	5.7	eV/A
frontier orbital gap	9.4	eV
HOMO energy	-9.55	eV

Cartesian coordinates (Å):
C1 -0.52387 0.20727 0.40909
C2 -0.56363 -0.70033 -0.38587
C3 0.34939 1.84398 0.77401
O1 -0.10951 -2.82874 -0.68514
O2 -0.93840 -1.69986 -1.05540
F1 -0.27298 2.41742 1.73624
F2 0.08338 2.56730 -0.33908
I1 2.39727 1.53225 0.99100
H1 -0.42165 -3.33930 -1.44485

---

2.
ORCA calculation (ωB97M-V/def2-TZVPD) on a molecular structure, C42H63BaN4O18 at a distorted geometry.

Values from the calculation:
relative energy (zero: lowest compared OMol25 entry of this formula, charge and spin)	1429.2	kJ/mol
strongest force on any atom	4.3	eV/A
frontier orbital gap	2.4	eV
HOMO energy	-8.86	eV
net charge	+1

Cartesian coordinates (Å):
Ba1 13.84807 -8.38912 4.58030
C1 10.39500 -15.06096 2.68709
C2 10.99879 -13.72400 3.17574
O1 10.29744 -12.74966 3.37861
O2 12.16891 -13.68054 3.51621
H1 10.56790 -15.87033 3.39641
H2 10.79034 -15.25784 1.69057
H3 9.30828 -15.01785 2.61431
C3 14.91840 -21.61468 3.03008
C4 15.08653 -22.50467 4.08092
C5 16.32169 -23.04716 4.33508
C6 17.46457 -22.65976 3.65004
C7 17.28162 -21.76339 2.60722
C8 16.02798 -21.26087 2.25924
N1 18.79908 -23.19190 3.99808
O3 18.94320 -23.94036 4.98168
O4 19.73028 -22.79671 3.41130
H4 13.98915 -21.33639 2.55527
H5 14.22200 -22.78694 4.66341
H6 16.41572 -23.78922 5.11412
H7 18.08172 -21.51067 1.92723
H8 15.93976 -20.69505 1.34356
C9 13.48688 -16.80635 -3.81573
C10 14.70675 -17.14537 -4.40526
C11 15.02901 -18.50398 -4.66970
C12 14.08800 -19.47143 -4.30378
C13 12.84119 -19.11519 -3.69364
C14 12.55212 -17.76392 -3.56872
N2 14.47790 -20.91780 -4.50926
O5 15.44385 -21.13362 -5.21153
O6 13.82949 -21.82439 -3.99374
H9 13.38227 -15.77307 -3.51942
H10 15.47113 -16.40106 -4.57300
H11 16.00525 -18.82614 -5.00069
H12 12.14349 -19.90254 -3.44934
H13 11.62479 -17.50184 -3.08108
C15 3.49170 -13.91935 9.18722
C16 2.14356 -13.91837 9.03750
C17 1.53259 -13.59149 7.86236
C18 2.28843 -13.34047 6.68896
C19 3.67908 -13.36401 6.79171
C20 4.29017 -13.75077 7.96180
N3 1.63242 -13.08195 5.31118
O7 2.39213 -13.10501 4.35739
O8 0.42786 -12.97184 5.25682
H14 3.96893 -14.15415 10.12718
H15 1.64555 -14.13604 9.97078
H16 0.45507 -13.58530 7.78947
H17 4.25850 -13.16653 5.90195
H18 5.36193 -13.86631 8.02804
C21 19.31358 -16.27219 8.43649
C22 20.68659 -16.60383 8.27892
C23 21.20540 -16.87652 7.00549
C24 20.39699 -16.71710 5.86323
C25 19.10843 -16.28589 6.04098
C26 18.54159 -16.10192 7.27933
N4 20.94912 -16.90613 4.47080
O9 20.39594 -16.37617 3.54960
O10 22.07849 -17.49885 4.35260
H19 18.92106 -15.99578 9.40393
H20 21.42624 -16.68761 9.06142
H21 22.25148 -17.10915 6.87133
H22 18.51352 -16.01681 5.18071
H23 17.49147 -15.85011 7.26344
C27 16.10602 -4.75342 1.43805
O11 16.43085 -6.19886 1.40342
C28 17.02289 -6.56770 0.21816
C29 17.56502 -7.99723 0.19504
O12 16.67133 -8.99652 0.67501
C30 17.04232 -10.26378 0.14744
H24 15.72357 -4.55446 2.43917
H25 15.38025 -4.61176 0.63725
H26 17.03097 -4.17759 1.40648
H27 17.86955 -5.89177 0.09822
H28 16.32641 -6.36788 -0.59614
H29 18.51928 -7.99199 0.72181
H30 17.78262 -8.16920 -0.85908
H31 17.47549 -10.28947 -0.85247
H32 16.15329 -10.89391 0.12158
H33 17.73710 -10.73786 0.84072
C31 11.08752 -16.40020 11.03551
O13 11.94879 -15.65041 11.83343
C32 11.97964 -15.94274 13.18901
C33 10.97653 -15.08013 14.08572
O14 11.26705 -13.61807 13.99796
C34 10.49384 -12.89460 14.97854
H34 11.54412 -17.34043 10.72635
H35 10.74853 -15.82331 10.17505
H36 10.09671 -16.51578 11.47488
H37 13.01220 -15.80394 13.50940
H38 11.76390 -17.00316 13.31962
H39 11.12699 -15.41126 15.11325
H40 9.94267 -15.39220 13.93789
H41 10.97544 -12.86435 15.95591
H42 9.46112 -13.21422 15.11790
H43 10.46621 -11.88701 14.56369
C35 9.45591 -28.00152 5.81122
O15 8.92931 -26.78372 5.33026
C36 8.71187 -25.87345 6.37437
C37 7.93093 -24.60451 5.91179
O16 8.62850 -23.84386 4.91264
C38 7.94331 -22.65385 4.48689
H44 8.67022 -28.58050 6.29658
H45 10.19975 -27.85375 6.59414
H46 9.92886 -28.51221 4.97241
H47 9.61089 -25.47485 6.84444
H48 8.14741 -26.33648 7.18375
H49 7.71165 -23.94126 6.74851
H50 7.00796 -25.00993 5.49722
H51 8.21202 -22.32697 3.48237
H52 8.16240 -21.90624 5.24924
H53 6.86594 -22.81742 4.46203
C39 13.26111 -7.83778 -4.57267
O17 12.82457 -8.12063 -3.27939
C40 11.47944 -8.56480 -3.27203
C41 11.05093 -8.51112 -1.78151
O18 11.62766 -7.35916 -1.08697
C42 11.04835 -6.17599 -1.51938
H54 13.54839 -8.76140 -5.07515
H55 14.13097 -7.18432 -4.63921
H56 12.52403 -7.39965 -5.24562
H57 11.48069 -9.57528 -3.68071
H58 10.92000 -7.92576 -3.95523
H59 11.44036 -9.39404 -1.27465
H60 9.97649 -8.62838 -1.64032
H61 11.54487 -5.66956 -2.34709
H62 11.17034 -5.57719 -0.61680
H63 9.98187 -6.02757 -1.68882

---

3.
ORCA calculation (ωB97M-V/def2-TZVPD) on a molecular structure, C27H21IMgN8 at a distorted geometry.

Values from the calculation:
relative energy (zero: lowest compared OMol25 entry of this formula, charge and spin)	175.9	kJ/mol
strongest force on any atom	3.4	eV/A
frontier orbital gap	6.4	eV
HOMO energy	-13.78	eV
net charge	+2

Cartesian coordinates (Å):
Mg1 -3.35989 -7.35466 15.64540
C1 0.54856 -9.07433 14.20956
C2 0.65993 -8.48601 15.47570
C3 1.70586 -8.87347 16.30791
C4 2.62316 -9.86506 15.86501
C5 2.56792 -10.34925 14.58322
C6 1.49195 -9.97516 13.78733
H1 -0.18885 -8.67638 13.54994
H2 -0.08247 -7.75025 15.79152
H3 1.79667 -8.35922 17.28558
H4 3.42471 -10.12799 16.56043
H5 3.26273 -11.12346 14.24623
H6 1.39712 -10.37941 12.77460
C7 -3.37250 -8.40440 20.02636
C8 -3.64593 -8.46109 18.66606
N1 -3.34589 -7.44094 17.86232
C9 -2.82750 -6.31617 18.43135
C10 -2.72926 -6.21055 19.83145
N2 -2.94863 -7.26673 20.60815
C11 -2.38271 -5.25335 17.57341
C12 -1.60796 -4.13441 17.93027
C13 -1.29355 -3.15724 16.96739
C14 -1.49825 -3.47651 15.61706
C15 -2.20042 -4.61459 15.29615
N3 -2.69802 -5.45319 16.26265
C16 -2.36687 -5.15687 13.96572
C17 -2.08046 -4.34394 12.85561
N4 -2.10386 -4.82689 11.61365
C18 -2.41833 -6.10017 11.44878
C19 -2.70044 -6.92280 12.52006
N5 -2.72932 -6.46795 13.81299
C20 -0.72119 -1.84836 17.36802
C21 -0.34453 -0.81325 16.50065
C22 0.29678 0.31819 17.02953
N6 0.52883 0.50516 18.31747
C23 0.12144 -0.46451 19.14987
C24 -0.60976 -1.57311 18.72576
H7 -3.52221 -9.29527 20.67246
H8 -3.99530 -9.43334 18.28294
H9 -2.32642 -5.37015 20.32778
H10 -1.31177 -4.10130 18.96769
H11 -1.15378 -2.80289 14.83058
H12 -1.80597 -3.32311 13.00697
H13 -2.49545 -6.47927 10.44287
H14 -2.75100 -7.99728 12.28822
H15 -0.56560 -0.87786 15.41354
H16 0.53900 1.12408 16.32114
H17 0.44461 -0.29558 20.20540
H18 -1.14619 -2.19790 19.43699
I1 -9.60099 -8.70965 15.61617
C25 -7.53961 -8.71422 15.50203
C26 -6.80878 -9.92983 15.39176
N7 -5.49488 -9.58114 15.39724
N8 -5.30882 -8.20559 15.30753
C27 -6.58189 -7.65889 15.35130
H19 -7.06961 -10.94223 15.60173
H20 -4.72628 -10.25236 15.28872
H21 -6.80393 -6.61044 15.10525